The following is a quantum chemistry calculation of 10 unconnected molecules or ions with the total composition C20H60O20 at a distorted geometry, from the OMol25 dataset.

Last column: Löwdin charge in e.
Atoms and positions in Å:
C -2.89 3.38 -1.64  -0.1794
C -2.82 1.98 -0.92  -0.2514
O -3.21 0.89 -1.64  -0.0263
O -2.29 4.45 -0.96  -0.0626
H -3.88 3.68 -1.97  0.1352
H -2.27 3.33 -2.55  0.0963
H -3.55 2.06 -0.11  0.1087
H -1.86 1.74 -0.46  0.0966
H -2.62 0.96 -2.39  0.0738
H -2.85 4.77 -0.25  0.1040
C -3.21 -1.62 0.18  -0.1997
C -3.92 -2.67 -0.75  -0.2229
O -3.01 -3.71 -0.84  -0.0528
O -3.34 -2.09 1.56  -0.0683
H -3.79 -0.71 0.11  0.0907
H -2.27 -1.21 -0.17  0.0851
H -3.98 -2.10 -1.68  0.1200
H -4.89 -2.98 -0.37  0.1297
H -3.11 -4.13 -1.70  0.1034
H -3.12 -3.03 1.57  0.0658
C -1.37 1.63 2.89  -0.1566
C -2.89 1.86 2.93  -0.0882
O -3.64 0.85 2.23  0.1410
O -1.08 0.32 3.32  0.0744
H -0.86 2.18 3.68  0.1111
H -0.91 2.11 2.02  0.1535
H -3.05 2.85 2.51  0.1415
H -3.07 1.91 4.00  0.1760
H -3.14 0.04 2.39  0.0833
H -0.21 0.33 3.73  0.0989
C -2.27 -6.06 1.81  -0.1811
C -0.94 -5.58 1.10  -0.2725
O -0.47 -6.16 -0.06  -0.0441
O -2.14 -7.43 2.28  -0.0997
H -3.09 -6.25 1.12  0.1114
H -2.60 -5.46 2.66  0.1144
H -0.07 -5.55 1.76  0.1185
H -1.05 -4.50 0.96  0.0850
H 0.13 -6.89 0.10  0.0947
H -2.11 -8.05 1.54  0.0746
C 1.41 3.56 4.75  -0.2000
C 2.47 2.54 4.31  -0.2326
O 1.80 1.44 3.75  -0.0656
O 0.51 2.85 5.61  -0.0710
H 0.83 3.93 3.91  0.0969
H 1.86 4.34 5.36  0.1321
H 3.10 2.33 5.18  0.1249
H 3.25 3.02 3.72  0.1231
H 2.44 0.85 3.35  0.0578
H 0.24 2.02 5.21  0.0411
C -0.04 1.71 -4.24  -0.1965
C 0.09 3.23 -4.24  -0.2452
O 0.88 3.73 -3.18  -0.0523
O -0.60 1.15 -3.02  -0.0750
H 0.96 1.36 -4.47  0.1187
H -0.49 1.49 -5.21  0.1177
H -0.95 3.55 -4.12  0.0991
H 0.47 3.66 -5.16  0.1284
H 0.41 3.89 -2.36  0.0420
H 0.10 0.98 -2.39  0.0174
C 0.56 -0.01 -0.04  -0.2029
C 0.32 -1.46 -0.62  -0.1474
O 1.62 -2.13 -0.66  -0.0603
O 0.97 0.94 -0.99  -0.0596
H 1.21 -0.05 0.83  0.0975
H -0.35 0.49 0.29  0.0868
H -0.31 -1.43 -1.51  0.1230
H -0.29 -1.86 0.19  0.0923
H 1.61 -2.93 -1.20  0.0478
H 0.95 1.82 -0.62  0.0742
C 2.46 -3.98 -5.57  -0.2329
C 1.32 -4.11 -4.47  -0.1766
O 1.73 -3.80 -3.12  -0.0922
O 3.65 -4.63 -5.25  -0.0689
H 2.83 -2.96 -5.72  0.1139
H 2.15 -4.36 -6.54  0.1174
H 0.83 -5.08 -4.53  0.1075
H 0.49 -3.41 -4.61  0.1108
H 2.62 -4.10 -2.91  0.0835
H 3.88 -5.25 -5.95  0.0900
C 4.16 -0.60 1.28  -0.2364
C 4.94 -1.86 1.28  -0.2687
O 5.99 -2.00 2.19  -0.0499
O 3.11 -0.64 2.22  -0.0780
H 3.81 -0.38 0.27  0.1194
H 4.83 0.23 1.51  0.1343
H 5.31 -1.98 0.26  0.1255
H 4.47 -2.83 1.41  0.1284
H 5.73 -2.13 3.11  0.0911
H 2.41 -1.15 1.80  0.0706
C 1.22 4.93 -0.07  -0.2459
C 0.63 5.96 0.90  -0.2457
O -0.57 6.61 0.61  -0.0356
O 0.34 3.87 -0.12  -0.0884
H 2.18 4.47 0.17  0.1373
H 1.33 5.45 -1.02  0.1193
H 1.33 6.78 1.09  0.1233
H 0.64 5.34 1.80  0.1042
H -0.61 7.15 -0.18  0.1064
H -0.52 4.26 -0.26  0.0423

HOMO-LUMO gap (alpha / beta)	9.345 / 2.450	eV
charge	+1
2S+1	2
LUMO (alpha / beta)	-2.3 / -9.2	eV
⟨S²⟩	0.7552
ΔE to the lowest compared entry with this formula, charge and spin	186.7	kJ/mol
HOMO (alpha / beta)	-11.647 / -11.647	eV
largest force on an atom	3.3	eV/A

The following is a quantum chemistry calculation of a molecular structure, C20H61BaF6O17 at a distorted geometry, from the OMol25 dataset.

Last column: Löwdin charge in e.
Atoms and positions in Å:
Ba -0.32 -3.35 -4.21  1.8655
O -1.01 -4.05 -1.81  -0.6601
H -1.62 -3.35 -1.56  -0.1574
C 4.40 -2.84 1.79  -0.4926
O 4.00 -2.72 0.38  -0.0671
O 3.50 -3.41 2.53  -0.1316
C 5.85 -3.37 1.92  -0.5307
F 6.73 -2.54 1.29  0.0776
F 6.26 -3.42 3.21  0.1203
F 6.07 -4.60 1.41  0.1156
C 4.74 -1.84 -0.41  -0.3053
C 3.88 -1.25 -1.54  -0.0748
H 3.44 -1.93 -2.28  0.0598
H 3.01 -0.75 -1.09  0.0489
H 4.40 -0.40 -1.99  0.0666
H 5.64 -2.27 -0.88  0.1060
H 5.00 -0.96 0.20  0.1106
H 4.48 -1.77 2.15  0.1459
C -0.11 -0.39 -1.72  -0.5100
O 0.68 -0.49 -0.55  -0.0746
O 0.34 -1.34 -2.52  -0.3390
C -1.62 -0.46 -1.36  -0.5182
F -2.39 -0.84 -2.42  0.0755
F -1.81 -1.39 -0.42  0.1460
F -2.14 0.69 -0.89  0.1202
C 0.56 0.49 0.44  -0.2681
C 1.74 0.28 1.40  -0.0341
H 2.71 0.48 0.95  0.0690
H 1.65 0.98 2.23  0.0479
H 1.73 -0.76 1.72  0.0734
H -0.32 0.40 1.09  0.1048
H 0.54 1.51 0.04  0.1046
H 0.06 0.64 -2.13  0.1402
C 3.13 4.67 0.85  -0.1725
O 3.33 3.28 0.97  -0.1250
H 2.28 4.87 0.18  0.0655
H 2.90 5.00 1.86  0.0740
H 3.98 5.27 0.49  0.0748
H 3.31 2.90 0.08  0.0448
C -1.15 -3.54 2.09  -0.1816
O -0.07 -2.70 1.78  -0.1060
H -1.26 -3.64 3.18  0.0790
H -2.12 -3.26 1.69  0.0377
H -0.96 -4.56 1.75  0.0802
H 0.39 -2.41 2.57  0.0213
C -3.98 -3.69 -0.27  -0.1930
O -4.81 -4.80 0.02  -0.1041
H -2.93 -3.96 -0.14  0.0479
H -4.06 -3.24 -1.26  0.0589
H -4.13 -2.88 0.45  0.0745
H -4.46 -5.52 -0.52  0.0754
C -3.10 0.01 2.41  -0.1419
O -3.63 0.86 3.43  -0.1318
H -2.62 0.63 1.65  0.0511
H -2.41 -0.71 2.85  0.0825
H -3.87 -0.61 1.95  0.0717
H -2.91 1.29 3.88  0.0638
C 0.82 3.01 3.83  -0.1279
O 0.53 3.88 2.73  -0.1453
H 0.21 2.10 3.80  0.0764
H 1.84 2.63 3.72  0.0776
H 0.75 3.58 4.75  0.0781
H 0.97 3.51 1.95  0.0489
C -5.60 1.43 -0.28  -0.1649
O -6.79 1.83 -0.94  -0.1287
H -5.66 0.35 -0.06  0.0724
H -4.70 1.49 -0.90  0.0652
H -5.49 1.91 0.69  0.0754
H -7.06 1.10 -1.50  0.0267
C 2.75 2.31 -2.78  -0.1327
O 3.59 3.09 -1.95  -0.1128
H 2.28 1.50 -2.23  0.0721
H 2.01 2.95 -3.28  0.0659
H 3.28 1.85 -3.63  0.0729
H 3.85 3.91 -2.39  0.0877
C 2.42 -1.20 -5.18  -0.1357
O 1.46 -2.08 -5.77  -0.3350
H 2.89 -0.57 -5.95  0.0862
H 2.00 -0.58 -4.39  0.0703
H 3.29 -1.72 -4.77  0.0859
H 1.94 -2.69 -6.33  0.0764
C -2.73 3.62 0.59  -0.1325
O -1.32 3.43 0.58  -0.1462
H -3.13 3.52 -0.42  0.0726
H -3.23 2.95 1.29  0.0653
H -2.97 4.66 0.82  0.0848
H -0.97 3.87 1.38  0.0571
C -6.22 -1.86 -2.30  -0.1269
O -6.98 -0.65 -2.39  -0.1321
H -6.54 -2.67 -2.95  0.0836
H -5.22 -1.55 -2.61  0.0711
H -6.18 -2.18 -1.27  0.0726
H -7.56 -0.65 -3.16  0.0828
C 2.10 -1.56 4.97  -0.1716
O 1.66 -2.30 3.86  -0.1759
H 1.22 -1.26 5.55  0.0654
H 2.78 -2.14 5.61  0.0749
H 2.61 -0.63 4.69  0.0664
H 2.44 -2.75 3.43  0.0096
C -0.50 4.42 -2.62  -0.1793
O 0.37 4.55 -1.54  -0.1355
H -1.20 3.58 -2.55  0.0789
H -1.06 5.36 -2.71  0.0750
H 0.05 4.32 -3.55  0.0618
H 0.11 4.04 -0.77  0.0409

HOMO-LUMO gap	4.289	eV
charge	-1
LUMO	0.1	eV
HOMO	-4.221	eV
largest force on an atom	4.1	eV/A